This record from OMol25 describes a molecular structure, C16H16N2O3RuSbSe4 at a distorted geometry. The level of theory is ωB97M-V/def2-TZVPD.

```
43
C16H16N2O3RuSbSe4 ωB97M-V/def2-TZVPD
Ru 0.025 1.338 1.128
Se -0.333 5.569 0.622
Sb -0.435 3.646 2.045
Se 2.273 2.009 1.840
Se -2.287 1.938 1.024
Se -0.807 3.975 4.390
O -1.778 -2.190 -5.993
C -1.255 -1.031 -5.514
O -0.997 -0.153 -6.286
C -1.050 -0.944 -4.039
C -0.844 0.312 -3.471
C -0.669 0.460 -2.110
C -0.679 -0.645 -1.251
C -0.858 -1.908 -1.832
C -1.045 -2.047 -3.197
N -0.488 -0.462 0.128
C -0.715 -1.453 0.979
C -0.580 -1.222 2.357
C -0.747 -2.248 3.314
C -0.591 -1.966 4.642
C -0.284 -0.653 5.041
C -0.153 0.317 4.075
N -0.290 0.049 2.769
H -2.017 -2.765 -5.258
H -0.836 1.176 -4.124
H -0.545 1.444 -1.690
H -0.830 -2.798 -1.221
H -1.145 -3.054 -3.589
H -1.025 -2.437 0.653
H -0.998 -3.243 2.970
H -0.711 -2.748 5.382
H -0.165 -0.388 6.082
H 0.036 1.354 4.332
C 2.728 -0.595 0.136
O 2.331 0.526 -0.622
C 1.762 1.628 0.002
C 1.846 2.768 -0.976
H 2.875 -1.404 -0.577
H 1.982 -0.891 0.869
H 3.662 -0.391 0.662
H 2.873 3.126 -1.030
H 1.202 3.597 -0.695
H 1.562 2.402 -1.966
```

Output
* total charge: -1
* Kohn-Sham gap (alpha / beta): 5.51 / 4.91 eV
* DFT total energy: -296481.965 eV
* LUMO energy (alpha / beta): 1.11 / 0.87 eV
* highest occupied orbital energy (alpha / beta): -4.41 / -4.05 eV